(1)
# C26H58IN7O2P

A cluster of 3 separate species, C26H58IN7O2P in total (ωB97M-V/def2-TZVPD, the Open Molecules 2025 dataset).

Cartesian coordinates (Å):
C -1.17 -0.29 3.45
P -1.90 -1.38 2.07
C -1.80 -3.24 2.52
C -3.71 -0.93 1.64
C -4.65 -1.67 2.81
N -5.94 -0.93 3.11
C -6.54 -0.30 1.87
I -8.41 0.80 2.21
C -5.47 0.65 1.07
N -4.03 0.54 1.61
C -3.18 1.37 0.69
C -2.66 2.81 1.33
N -3.73 3.85 1.06
N -1.41 3.18 0.51
N -2.20 2.72 2.76
H -0.31 -0.91 4.00
H -2.01 0.03 4.20
H -0.62 0.61 2.93
H -2.69 -3.62 3.19
H -1.76 -3.95 1.59
H -0.82 -3.45 3.16
H -4.04 -1.39 0.59
H -4.00 -1.60 3.81
H -4.79 -2.83 2.61
H -6.59 -1.67 3.51
H -6.82 -1.20 1.15
H -5.53 0.31 -0.08
H -5.85 1.77 1.11
H -4.08 0.88 2.60
H -3.85 1.68 -0.26
H -2.24 0.84 0.24
H -4.56 3.74 1.68
H -3.29 4.80 1.15
H -0.96 4.02 0.97
H -0.73 2.39 0.72
H -3.07 2.87 3.35
H -1.60 3.56 3.02
C 1.14 -3.15 -3.25
C 0.37 -3.86 -2.11
C 1.31 -4.61 -1.13
C 1.85 -5.94 -1.65
C 0.71 -6.83 -2.13
C -0.20 -6.13 -3.17
N -0.67 -4.77 -2.71
O -1.66 -4.98 -1.73
C 0.60 -6.03 -4.51
C -1.38 -7.07 -3.54
C -0.22 -2.66 -1.30
H 1.32 -3.75 -4.13
H 0.58 -2.28 -3.62
H 2.11 -2.79 -2.90
H 0.78 -4.82 -0.19
H 2.16 -3.97 -0.85
H 2.57 -5.76 -2.45
H 2.40 -6.45 -0.85
H 1.13 -7.75 -2.55
H 0.11 -7.15 -1.26
H 0.07 -5.41 -5.24
H 0.72 -7.03 -4.96
H 1.61 -5.66 -4.38
H -1.98 -7.36 -2.67
H -1.02 -8.01 -3.98
H -2.05 -6.60 -4.28
H -0.94 -2.09 -1.89
H 0.59 -1.97 -1.02
H -0.70 -2.96 -0.36
C 4.74 6.56 -0.64
C 3.97 5.85 0.50
C 4.91 5.10 1.48
C 5.45 3.77 0.96
C 4.31 2.88 0.48
C 3.40 3.58 -0.56
N 2.93 4.94 -0.10
O 1.94 4.73 0.88
C 4.20 3.68 -1.90
C 2.22 2.64 -0.93
C 3.38 7.06 1.31
H 4.92 5.96 -1.52
H 4.18 7.43 -1.01
H 5.71 6.92 -0.29
H 4.38 4.90 2.42
H 5.76 5.74 1.75
H 6.17 3.95 0.16
H 6.00 3.26 1.76
H 4.73 1.96 0.06
H 3.71 2.57 1.35
H 3.67 4.31 -2.63
H 4.32 2.69 -2.36
H 5.21 4.05 -1.77
H 1.62 2.35 -0.06
H 2.58 1.70 -1.37
H 1.55 3.11 -1.67
H 2.66 7.63 0.72
H 4.19 7.75 1.59
H 2.90 6.75 2.25

Its highest occupied orbital energy (spin up / spin down) is -0.3981 / -0.3982 hartree. The relative energy (zero: lowest compared OMol25 entry of this formula, charge and spin) comes out at 149.6 kcal/mol. Its LUMO energy (spin up / spin down) is -2.7122 / -2.7123 eV. As for the total charge: +1. As for the orbital gap (spin up / spin down): 8.12 / 8.12 eV. The multiplicity is 3.



(2)
# C31H74CaF3N11O12PS

A structure of composition C31H74CaF3N11O12PS (ωB97M-V/def2-TZVPD, the Open Molecules 2025 dataset).

Cartesian coordinates (Å):
Ca 2.33 -0.59 -4.12
C -0.87 -0.66 -0.77
F -1.32 -0.70 0.48
F -1.72 -1.25 -1.60
F -0.76 0.64 -1.14
S 0.74 -1.50 -0.88
O 0.36 -2.88 -0.70
O 1.16 -1.16 -2.22
O 1.60 -0.95 0.13
C -4.29 -3.82 1.49
O -4.86 -2.96 2.12
N -2.96 -3.91 1.34
C -2.35 -4.86 0.45
C -2.12 -3.03 2.10
H -4.84 -4.60 0.92
H -1.89 -4.35 -0.41
H -3.11 -5.53 0.04
H -1.58 -5.45 0.95
H -2.14 -3.26 3.17
H -1.10 -3.10 1.74
H -2.46 -2.01 2.01
C 2.00 2.08 -2.02
O 2.19 1.49 -3.07
N 2.42 3.32 -1.75
C 2.94 4.21 -2.75
C 2.28 3.88 -0.41
H 1.43 1.63 -1.20
H 2.26 5.04 -2.94
H 3.10 3.66 -3.67
H 3.89 4.62 -2.42
H 1.67 4.78 -0.46
H 1.78 3.15 0.24
H 3.26 4.02 0.03
C 4.66 -0.78 -1.54
O 3.90 -0.58 -2.50
N 5.85 -1.36 -1.56
C 6.47 -1.78 -2.79
C 6.67 -1.35 -0.36
H 4.34 -0.43 -0.55
H 6.64 -2.86 -2.76
H 7.45 -1.29 -2.86
H 5.82 -1.58 -3.63
H 7.51 -0.67 -0.47
H 6.04 -1.08 0.49
H 7.06 -2.35 -0.14
C 3.43 0.31 2.22
O 4.40 -0.26 1.76
N 3.45 1.56 2.75
C 2.30 2.05 3.50
C 4.71 2.23 2.98
H 2.41 -0.09 2.22
H 2.46 1.86 4.56
H 1.41 1.49 3.22
H 2.16 3.11 3.34
H 5.50 1.70 2.45
H 4.68 3.24 2.57
H 4.94 2.25 4.05
C -5.57 2.47 -3.07
O -5.39 2.74 -4.25
N -4.74 1.72 -2.32
C -4.96 1.47 -0.90
C -3.51 1.26 -2.89
H -6.44 2.85 -2.50
H -5.16 0.42 -0.72
H -5.82 2.06 -0.58
H -4.10 1.81 -0.33
H -2.67 1.83 -2.49
H -3.31 0.22 -2.61
H -3.60 1.22 -3.97
C 0.70 -3.66 -4.60
O 0.94 -2.45 -4.64
N -0.46 -4.21 -4.92
C -0.65 -5.65 -4.97
C -1.57 -3.41 -5.41
H 1.41 -4.41 -4.24
H -1.03 -5.92 -5.96
H -1.41 -5.95 -4.24
H 0.29 -6.15 -4.77
H -1.85 -3.65 -6.44
H -2.44 -3.59 -4.77
H -1.32 -2.36 -5.37
C 4.96 -5.62 2.18
O 6.15 -5.45 2.38
N 4.10 -4.67 1.75
C 2.71 -4.96 1.56
C 4.54 -3.32 1.58
H 4.47 -6.60 2.31
H 2.53 -6.03 1.53
H 2.34 -4.58 0.60
H 2.04 -4.49 2.29
H 5.59 -3.25 1.84
H 4.32 -2.96 0.57
H 3.99 -2.62 2.22
C -0.80 0.69 -5.15
O 0.24 0.48 -4.53
N -1.03 1.69 -5.99
C -2.31 1.90 -6.60
C 0.02 2.61 -6.34
H -1.71 0.10 -4.96
H -2.22 2.20 -7.65
H -2.89 2.67 -6.10
H -2.90 0.98 -6.62
H 0.43 2.38 -7.33
H -0.38 3.62 -6.44
H 0.83 2.59 -5.62
O -0.81 2.13 4.48
P -2.23 2.43 4.73
N -2.96 3.49 3.67
C -3.11 2.95 2.33
C -2.42 4.85 3.68
N -2.48 3.15 6.18
C -1.42 3.28 7.17
C -3.77 3.60 6.64
N -3.16 1.07 4.59
C -4.61 1.05 4.71
C -2.55 -0.15 4.11
H -3.32 3.76 1.62
H -3.98 2.29 2.25
H -2.21 2.42 1.98
H -1.55 4.92 3.02
H -2.15 5.14 4.69
H -3.19 5.54 3.34
H -1.70 2.76 8.09
H -0.51 2.84 6.77
H -1.23 4.33 7.41
H -4.38 4.00 5.83
H -4.34 2.79 7.10
H -3.61 4.38 7.39
H -4.91 0.39 5.52
H -4.99 2.07 4.75
H -5.02 0.62 3.79
H -2.43 -0.15 3.02
H -3.11 -1.03 4.42
H -1.55 -0.26 4.54

Its highest occupied orbital energy is -0.3645 hartree. Its LUMO energy is -2.8861 eV. As for the total charge: +1. As for the orbital gap: 7.03 eV.



(3)
# CH2N2S4

A structure of composition CH2N2S4 (ωB97M-V/def2-TZVPD, the Open Molecules 2025 dataset).

Cartesian coordinates (Å):
C 1.12 -0.12 1.14
N 0.50 0.97 0.62
N -0.38 -0.59 -1.37
S 1.80 -0.28 2.58
S 0.76 -1.49 -0.12
S 0.28 1.06 -1.00
S -2.00 -0.86 -0.91
H 0.18 1.70 1.22
H -2.26 -0.38 -2.16

Its highest occupied orbital energy is -0.3225 hartree. The relative energy (zero: lowest compared OMol25 entry of this formula, charge and spin) comes out at 24.0 kcal/mol. Its LUMO energy is -0.5026 eV. As for the total charge: 0. As for the orbital gap: 8.27 eV.



no.,electronic energy (hartree),maximum force (eV Å⁻¹)
1,-2197.7160,5.143
2,-4447.6135,2.089
3,-1741.4747,4.448